Here is a molecular structure, C23H32FN3O2PtS from the Open Molecules 2025 dataset. Energies are from wB97M-V/def2-TZVPD.

As for the total energy: -1827.0203 hartree. As for the charge: +2. Its spin multiplicity is 5. For the HOMO energy (spin up / spin down), the calculation gives -12.8 / -14.7 eV.

Structure (XYZ):
```
63
Properties=species:S:1:pos:R:3:nbo_charge:R:1
Pt 1.68 -0.32 0.55 0.87
C -1.82 2.14 -2.04 -0.60
C -2.31 0.79 -1.51 -0.25
C -3.83 0.64 -1.67 -0.61
C -1.55 -0.34 -2.17 0.15
C -1.78 -0.59 -3.51 -0.25
C -1.02 -1.53 -4.20 -0.08
C -0.05 -2.26 -3.54 -0.20
C 0.22 -2.08 -2.20 0.04
C 1.22 -3.04 -1.56 -0.27
C 0.71 -3.77 -0.32 -0.61
C 2.57 -2.39 -1.33 -0.48
C -0.53 -1.08 -1.49 0.09
N -0.21 -0.82 -0.17 -0.47
C -1.07 -0.88 0.97 0.24
C -2.15 -1.90 0.87 -0.20
C -2.77 -2.47 1.93 -0.21
C -2.52 -2.29 3.31 -0.13
C -1.44 -1.61 3.92 -0.36
C -0.35 -1.14 3.29 0.68
F 0.62 -0.48 3.93 -0.31
H -2.35 2.95 -1.55 0.23
H -2.00 2.22 -3.12 0.23
H -0.75 2.26 -1.87 0.19
H -2.10 0.77 -0.45 0.18
H -4.14 0.79 -2.70 0.22
H -4.33 1.38 -1.05 0.24
H -4.17 -0.35 -1.34 0.22
H -2.54 -0.03 -4.03 0.24
H -1.20 -1.69 -5.25 0.25
H 0.50 -3.03 -4.08 0.24
H 1.39 -3.81 -2.31 0.25
H 0.66 -3.12 0.56 0.20
H 1.39 -4.59 -0.07 0.24
H -0.28 -4.20 -0.49 0.24
H 2.50 -1.67 -0.45 0.08
H 2.92 -1.81 -2.18 0.24
H 3.33 -3.11 -1.03 0.26
H -2.46 -2.14 -0.14 0.23
H -3.59 -3.13 1.69 0.25
H -3.24 -2.73 3.99 0.24
H -1.45 -1.48 5.00 0.27
C -0.68 1.70 1.57 -0.72
C -1.64 0.54 1.51 0.58
O -2.75 0.59 1.93 -0.45
O -0.05 -1.23 1.98 -0.57
H -1.21 2.61 1.26 0.27
H 0.20 1.57 0.94 0.18
H -0.38 1.83 2.61 0.27
C 3.55 4.15 2.95 -0.45
N 3.67 2.76 2.50 -0.52
C 3.36 2.33 1.30 0.37
S 3.69 0.63 0.97 -0.02
N 2.89 3.18 0.40 -0.54
C 2.59 2.93 -1.02 -0.42
H 3.83 4.20 4.00 0.26
H 2.52 4.50 2.85 0.22
H 4.22 4.80 2.39 0.23
H 4.06 2.09 3.15 0.44
H 2.87 4.15 0.67 0.43
H 2.51 1.87 -1.21 0.22
H 3.38 3.34 -1.64 0.24
H 1.65 3.42 -1.27 0.23
```